Entry 1:
Molecular formula: C2H12IO5
Method: DFT, ωB97M-V with the def2-TZVPD basis set

Positions of all 20 atoms, in Å:
I (16.70, -5.92, -4.74)
O (19.10, -6.94, -4.59)
H (18.34, -6.55, -5.03)
H (19.09, -6.56, -3.71)
O (15.46, -8.33, -4.36)
H (15.63, -7.48, -4.76)
H (14.91, -8.14, -3.61)
O (17.24, -4.30, -2.56)
H (17.31, -4.97, -3.24)
H (16.30, -4.23, -2.39)
C (16.43, -4.83, -7.80)
C (16.41, -6.31, -8.27)
O (17.40, -6.63, -9.22)
O (17.43, -4.51, -6.81)
H (15.48, -4.49, -7.39)
H (16.43, -4.12, -8.62)
H (15.42, -6.38, -8.74)
H (16.52, -6.86, -7.34)
H (17.10, -7.24, -9.90)
H (17.40, -5.13, -6.08)

Values from the calculation:
- charge = -1
- E_LUMO (eV) = 3.2
- F_max (eV/A) = 6.75

The molecule's Mulliken atomic charges, reported in e, are given here:
1. I -0.624
2. O -0.722
3. H 0.477
4. H 0.312
5. O -0.650
6. H 0.202
7. H 0.319
8. O -0.702
9. H 0.254
10. H 0.295
11. C -0.804
12. C 0.103
13. O -0.543
14. O -0.657
15. H 0.383
16. H 0.373
17. H 0.251
18. H 0.074
19. H 0.295
20. H 0.364


Entry 2:
Molecular formula: C2H12N2O2
Method: DFT, ωB97M-V with the def2-TZVPD basis set

Positions of all 18 atoms, in Å:
N (0.91, -1.63, -0.36)
C (1.78, -0.44, -0.78)
C (1.49, 0.93, -0.29)
N (-1.12, 0.25, 1.96)
H (-0.09, -1.34, -0.77)
H (0.86, -1.61, 0.67)
H (1.85, -0.49, -1.85)
H (2.77, -0.75, -0.35)
H (1.93, 1.22, 0.68)
H (1.53, 1.67, -1.06)
H (-1.53, 0.63, 2.80)
H (-0.23, 0.63, 1.66)
H (-1.44, 0.29, -0.84)
H (-0.05, 1.10, -0.92)
O (-1.01, 1.10, -1.28)
H (-3.23, -0.48, -0.64)
H (-1.81, -0.30, 1.35)
O (-2.58, -0.79, 0.00)

Values from the calculation:
- charge = -1
- expectation value of S² = 0.75
- ΔE to the lowest compared entry with this formula, charge and spin (kJ/mol) = 140.6
- E_LUMO (spin up / spin down) (eV) = 3.8 / 2.8
- spin multiplicity = 2
- F_max (eV/A) = 3.30

The molecule's Mulliken atomic charges, reported in e, are given here:
1. N -0.667
2. C -0.452
3. C -0.840
4. N -0.468
5. H 0.303
6. H 0.317
7. H 0.334
8. H 0.315
9. H 0.345
10. H 0.408
11. H 0.091
12. H 0.076
13. H 0.345
14. H 0.302
15. O -0.747
16. H 0.150
17. H 0.315
18. O -1.127


Entry 3:
Molecular formula: C2H12N2O2
Method: DFT, ωB97M-V with the def2-TZVPD basis set

Positions of all 18 atoms, in Å:
N (0.81, -1.59, 1.13)
C (-0.21, -0.54, 1.21)
C (0.27, 0.90, 1.40)
N (-0.21, 1.81, 0.34)
H (1.47, -1.38, 0.38)
H (0.35, -2.43, 0.78)
H (-0.84, -0.86, 2.04)
H (-0.86, -0.52, 0.32)
H (0.07, 1.27, 2.41)
H (1.36, 0.91, 1.34)
H (-1.22, 1.84, 0.40)
H (0.11, 2.73, 0.59)
O (0.32, -1.90, -1.94)
H (-0.42, -2.51, -2.10)
H (-0.05, -1.02, -2.07)
O (-0.11, 0.90, -2.34)
H (0.16, 1.14, -1.45)
H (-1.00, 1.24, -2.43)

Values from the calculation:
- structure (SMILES) = NCCN.O.O
- ΔE to the lowest compared entry with this formula, charge and spin (kJ/mol) = 42.7
- E_LUMO (eV) = 0.8
- F_max (eV/A) = 1.32

The molecule's Mulliken atomic charges, reported in e, are given here:
1. N -0.722
2. C -0.202
3. C -0.690
4. N -0.619
5. H 0.250
6. H 0.260
7. H 0.335
8. H 0.217
9. H 0.358
10. H 0.366
11. H 0.221
12. H 0.215
13. O -0.632
14. H 0.309
15. H 0.337
16. O -0.745
17. H 0.447
18. H 0.294


Entry 4:
Molecular formula: C2H12N2O2
Method: DFT, ωB97M-V with the def2-TZVPD basis set

Positions of all 18 atoms, in Å:
N (0.48, 2.04, -0.83)
C (0.07, 1.28, 0.38)
C (1.21, 0.32, 0.66)
N (0.73, -0.78, 1.59)
H (0.28, 1.55, -1.70)
H (0.00, 2.93, -0.82)
H (-0.10, 2.08, 1.09)
H (-0.81, 0.67, 0.21)
H (2.06, 0.74, 1.20)
H (1.47, -0.20, -0.26)
H (0.48, -0.39, 2.49)
H (1.49, -1.44, 1.73)
O (-0.74, -0.77, -2.31)
H (-1.02, -1.15, -3.14)
H (-1.14, -1.31, -1.60)
O (-1.57, -1.89, 0.06)
H (-0.69, -1.81, 0.50)
H (-2.20, -1.86, 0.76)

Values from the calculation:
- structure (SMILES) = NCCN.O.O
- ΔE to the lowest compared entry with this formula, charge and spin (kJ/mol) = 36.9
- E_LUMO (eV) = 0.9
- F_max (eV/A) = 2.65

The molecule's Mulliken atomic charges, reported in e, are given here:
1. N -0.603
2. C -0.305
3. C -0.469
4. N -0.607
5. H 0.232
6. H 0.213
7. H 0.406
8. H 0.157
9. H 0.326
10. H 0.285
11. H 0.203
12. H 0.212
13. O -0.625
14. H 0.297
15. H 0.377
16. O -0.744
17. H 0.348
18. H 0.295


Entry 5:
Molecular formula: C2H12N2O3
Method: DFT, ωB97M-V with the def2-TZVPD basis set

Positions of all 19 atoms, in Å:
N (1.45, 0.78, 1.30)
C (0.59, -0.14, 0.65)
C (0.94, -1.37, 0.27)
N (0.46, -1.94, -0.95)
H (0.93, 1.42, 1.87)
H (2.22, 0.38, 1.81)
H (-0.26, 0.38, 0.25)
H (1.65, -1.92, 0.89)
H (0.77, -1.38, -1.73)
H (0.87, -2.85, -1.10)
O (1.41, 1.22, -1.93)
H (0.97, 2.06, -1.74)
H (1.48, 0.79, -1.07)
O (-2.16, -0.38, -0.77)
H (-2.73, -1.04, -0.34)
H (-1.63, -0.92, -1.36)
O (-2.14, 1.40, 1.57)
H (-2.42, 1.22, 0.67)
H (-2.40, 2.29, 1.69)

Values from the calculation:
- structure (SMILES) = N/C=C/N.O.O.O
- ΔE to the lowest compared entry with this formula, charge and spin (kJ/mol) = 115.6
- E_LUMO (eV) = 0.8
- F_max (eV/A) = 1.30

The molecule's Mulliken atomic charges, reported in e, are given here:
1. N -0.403
2. C -0.632
3. C -0.386
4. N -0.466
5. H 0.225
6. H 0.203
7. H 0.750
8. H 0.269
9. H 0.231
10. H 0.252
11. O -0.696
12. H 0.302
13. H 0.411
14. O -0.668
15. H 0.317
16. H 0.283
17. O -0.610
18. H 0.313
19. H 0.306


Entry 6:
Molecular formula: C2H12N2O4
Method: DFT, ωB97M-V with the def2-TZVPD basis set

Positions of all 20 atoms, in Å:
N (-0.51, 0.08, -2.09)
C (-1.19, 0.96, -1.12)
N (-0.41, 1.27, 0.08)
C (-1.15, 1.43, 1.20)
O (-2.33, 1.16, 1.31)
H (0.37, 0.60, -2.26)
H (-0.97, 0.05, -2.99)
H (-2.19, 0.47, -1.03)
H (-1.38, 1.91, -1.66)
H (0.58, 1.43, 0.04)
H (-0.35, 1.73, 2.03)
O (1.26, -1.74, 1.94)
H (1.35, -1.68, 2.91)
H (0.26, -1.91, 1.80)
O (1.92, 0.52, 1.02)
H (1.94, -0.38, 1.45)
H (2.16, 0.28, 0.09)
O (0.47, -2.03, -0.65)
H (-0.08, -1.30, -1.14)
H (0.25, -2.86, -0.93)

Values from the calculation:
- structure (SMILES) = NCNC=O.O.O.O
- ΔE to the lowest compared entry with this formula, charge and spin (kJ/mol) = 225.3
- E_LUMO (eV) = 0.5
- F_max (eV/A) = 4.55

The molecule's Mulliken atomic charges, reported in e, are given here:
1. N -0.644
2. C -0.593
3. N 0.051
4. C 0.090
5. O -0.581
6. H 0.232
7. H 0.233
8. H 0.303
9. H 0.372
10. H 0.262
11. H 0.240
12. O -0.662
13. H 0.329
14. H 0.346
15. O -0.761
16. H 0.393
17. H 0.289
18. O -0.633
19. H 0.488
20. H 0.245


Entry 7:
Molecular formula: C2H12N2O4
Method: DFT, ωB97M-V with the def2-TZVPD basis set

Positions of all 20 atoms, in Å:
C (1.56, 0.59, 1.73)
N (0.68, 1.22, 0.73)
C (-0.74, 1.10, 0.96)
N (-1.42, 2.08, 0.25)
O (-1.31, 0.20, 1.48)
H (0.98, 0.21, 2.56)
H (2.30, 1.42, 2.16)
H (2.15, -0.27, 1.40)
H (1.00, 1.80, 0.04)
H (-1.01, 2.81, -0.32)
H (-2.29, 2.34, 0.66)
O (-1.32, -1.93, 0.23)
H (-1.27, -2.82, 0.78)
H (-1.02, -1.22, 0.70)
O (-0.98, -2.38, -2.40)
H (-1.12, -2.59, -1.44)
H (-1.46, -1.62, -2.70)
O (1.86, -0.08, -2.53)
H (1.42, 0.14, -1.70)
H (1.99, -1.03, -2.59)

Values from the calculation:
- structure (SMILES) = CNC(N)=O.O.O.O
- ΔE to the lowest compared entry with this formula, charge and spin (kJ/mol) = 179.0
- E_LUMO (eV) = 0.5
- F_max (eV/A) = 7.14

The molecule's Mulliken atomic charges, reported in e, are given here:
1. C -0.876
2. N -0.169
3. C 0.627
4. N -0.441
5. O -0.624
6. H 0.305
7. H 0.299
8. H 0.272
9. H 0.227
10. H 0.172
11. H 0.238
12. O -0.706
13. H 0.292
14. H 0.345
15. O -0.622
16. H 0.399
17. H 0.278
18. O -0.649
19. H 0.314
20. H 0.316


Entry 8:
Molecular formula: C2H12N3PbS
Method: DFT, ωB97M-V with the def2-TZVPD basis set

Positions of all 19 atoms, in Å:
C (-0.80, -3.14, 0.55)
Pb (-0.10, -1.21, -0.05)
N (-1.66, -0.05, -1.52)
H (0.91, 1.61, 2.07)
H (0.80, 1.17, 0.16)
H (-0.08, -3.33, 1.50)
H (-0.93, -3.71, -0.41)
H (-1.78, -2.73, 0.88)
H (-1.50, 0.27, -2.48)
H (-1.83, 0.81, -0.97)
H (-2.57, -0.52, -1.57)
N (3.10, 2.61, 1.29)
C (2.10, 2.67, 0.39)
N (2.36, 2.88, -0.91)
S (0.43, 2.36, 0.95)
H (4.03, 2.97, 1.02)
H (2.91, 2.35, 2.28)
H (1.60, 2.79, -1.58)
H (3.30, 3.22, -1.19)

Values from the calculation:
- charge = +1
- ΔE to the lowest compared entry with this formula, charge and spin (kJ/mol) = 662.3
- E_LUMO (spin up / spin down) (eV) = -3.5 / -3.5
- F_max (eV/A) = 3.17

The molecule's Mulliken atomic charges, reported in e, are given here:
1. C -1.157
2. Pb 0.346
3. N -0.717
4. H 0.159
5. H -0.144
6. H 0.319
7. H 0.347
8. H 0.302
9. H 0.283
10. H 0.301
11. H 0.318
12. N -0.454
13. C 0.900
14. N -0.421
15. S -0.212
16. H 0.208
17. H 0.196
18. H 0.212
19. H 0.214